1.
The following is a DFT calculation (ωB97M-V/def2-TZVPD) of 2 unconnected molecules or ions with the total composition C4H13NO2.

Each line ends with the Mulliken charge.
Element x y z (Å)
C1 -2.27 -0.01 -0.11  -0.96
C2 -0.88 0.63 -0.13  -0.45
C3 0.22 -0.10 0.65  0.44
N1 -0.19 -0.86 1.81  -0.57
C4 1.49 0.81 0.86  -0.77
O1 2.44 0.22 1.69  -0.54
H1 -2.51 -0.57 -1.01  0.24
H2 -2.99 0.81 -0.04  0.30
H3 -2.40 -0.60 0.80  0.28
H4 -0.89 1.66 0.23  0.34
H5 -0.54 0.65 -1.17  0.27
H6 0.65 -0.89 0.00  0.05
H7 -0.93 -0.55 2.42  0.16
H8 0.63 -1.12 2.34  0.23
H9 1.01 1.72 1.22  0.37
H10 1.94 1.03 -0.11  0.30
H11 2.24 0.31 2.61  0.31
O2 -0.53 -0.51 -4.14  -0.62
H12 -0.78 -1.20 -4.76  0.32
H13 -0.50 -1.03 -3.32  0.31

Calculated values
**Lowest unoccupied orbital energy**: 0.8 eV
**Energy**: -9943.1273 eV
**HOMO energy**: -8.8 eV
**Relative energy (zero: lowest compared OMol25 entry of this formula, charge and spin)**: 1.0693 eV
**SMILES**: CC[C@H](N)CO.O
**Molecular weight**: 107.15 g/mol
**Charge**: 0

---

2.
The following is a DFT calculation (ωB97M-V/def2-TZVPD) of 2 unconnected molecules or ions with the total composition C5H14SSi.

Each line ends with the Mulliken charge.
Element x y z (Å)
C1 -1.74 0.76 0.99  -1.36
C2 0.03 2.24 -0.33  -1.14
C3 0.60 -2.33 0.69  -1.07
C4 -0.34 -1.07 -2.02  -1.01
C5 -0.22 0.97 0.59  0.26
Si1 0.31 -0.67 -0.22  0.29
S1 3.38 0.87 0.31  -0.52
H1 -2.22 0.54 -0.04  0.31
H2 -1.75 0.03 1.74  0.41
H3 -2.18 1.74 1.11  0.39
H4 1.07 2.23 -0.59  0.26
H5 -0.33 2.99 0.30  0.44
H6 -0.70 2.08 -1.22  0.26
H7 1.62 -2.91 0.46  0.33
H8 0.75 -2.21 1.83  0.32
H9 -0.17 -3.01 0.47  0.42
H10 -0.27 -2.17 -1.98  0.30
H11 -1.41 -0.79 -2.13  0.36
H12 0.22 -0.66 -2.87  0.34
H13 0.36 1.17 1.51  0.42
H14 2.96 0.18 1.40  0.01

Calculated values
**Lowest unoccupied orbital energy**: -0.8 eV
**Energy**: -24122.3079 eV
**HOMO energy**: -7.4 eV
**Relative energy (zero: lowest compared OMol25 entry of this formula, charge and spin)**: 3.2611 eV
**Molecular weight**: 134.32 g/mol
**Charge**: 0

---

3.
The following is a DFT calculation (ωB97M-V/def2-TZVPD) of 4 unconnected molecules or ions with the total composition C3H12O5.

Each line ends with the Mulliken charge.
Element x y z (Å)
O1 1.29 -0.44 1.52  -0.50
C1 0.13 -0.14 1.32  0.08
C2 -0.56 1.14 0.89  -0.27
C3 -1.94 1.17 1.61  -0.68
O2 -2.73 0.09 1.10  -0.49
H1 -0.53 -1.02 1.20  0.34
H2 0.02 2.00 1.28  0.30
H3 -0.79 1.04 -0.17  0.21
H4 -1.73 1.02 2.67  0.39
H5 -2.40 2.13 1.42  0.32
H6 -3.21 0.46 0.35  0.31
O3 -0.12 -1.85 -1.46  -0.60
H7 0.74 -1.64 -1.87  0.29
H8 -0.81 -1.30 -1.80  0.29
O4 1.05 0.42 -2.27  -0.60
H9 1.96 0.47 -2.53  0.31
H10 0.95 1.03 -1.54  0.30
O5 3.21 -1.48 -0.84  -0.63
H11 2.34 -1.90 -0.96  0.31
H12 3.12 -1.18 0.09  0.33

Calculated values
**Lowest unoccupied orbital energy**: 0.3 eV
**Energy**: -13541.8850 eV
**HOMO energy**: -9.8 eV
**Relative energy (zero: lowest compared OMol25 entry of this formula, charge and spin)**: 1.9705 eV
**SMILES**: O=CCCO.O.O.O
**Molecular weight**: 128.12 g/mol
**Charge**: 0

---

Which value of charge does entry 1 give? 0

---

HOMO energy of number 1 (C4H13NO2)? -8.8 eV